(1)
{
  "formula": "C15H28O11S2",
  "method": "wB97M-V/def2-TZVPD",
  "symbols": ["C", "C", "O", "C", "C", "C", "C", "O", "C", "C", "C", "C", "C", "O", "O", "C", "C", "S", "O", "O", "O", "H", "H", "H", "H", "H", "H", "H", "H", "H", "H", "H", "H", "H", "H", "H", "H", "H", "H", "H", "H", "H", "H", "H", "H", "C", "C", "O", "S", "O", "O", "O", "H", "H", "H", "H"],
  "coordinates": [[-4.421, -3.798, 0.399], [-3.329, -3.042, -0.323], [-2.095, -3.715, -0.142], [-1.183, -3.676, -1.201], [-0.247, -2.465, -1.189], [-0.863, -1.214, -1.801], [-0.038, 0.068, -1.660], [-0.729, 1.161, -2.234], [0.231, 0.317, -0.158], [1.004, 1.607, 0.120], [0.901, 2.157, 1.553], [-0.529, 2.124, 2.109], [-0.899, 0.882, 2.882], [-1.876, 0.210, 2.650], [-0.009, 0.605, 3.846], [-0.453, -0.158, 4.981], [0.642, -1.133, 5.397], [1.164, -1.085, 0.411], [1.430, -1.002, 1.805], [2.248, -1.269, -0.514], [0.125, -2.255, 0.200], [-4.492, -4.819, 0.025], [-5.378, -3.307, 0.210], [-4.254, -3.806, 1.474], [-3.262, -2.023, 0.078], [-3.571, -2.953, -1.390], [-1.693, -3.696, -2.174], [-0.580, -4.582, -1.128], [0.660, -2.744, -1.729], [-1.024, -1.419, -2.862], [-1.846, -1.020, -1.358], [0.918, -0.018, -2.175], [-1.596, 1.232, -1.819], [-0.752, 0.297, 0.321], [2.057, 1.428, -0.109], [0.651, 2.369, -0.573], [1.604, 1.651, 2.211], [1.215, 3.201, 1.510], [-1.242, 2.180, 1.285], [-0.722, 2.984, 2.753], [-1.368, -0.684, 4.718], [-0.671, 0.552, 5.779], [0.871, -1.053, 6.458], [1.551, -0.896, 4.845], [0.384, -2.160, 5.148], [3.290, 2.961, -4.555], [2.418, 2.135, -3.629], [2.647, 2.726, -2.342], [2.877, 4.297, -2.485], [1.663, 4.990, -2.239], [4.061, 4.636, -1.783], [3.144, 4.301, -4.059], [4.341, 2.674, -4.488], [2.961, 2.935, -5.590], [2.708, 1.088, -3.586], [1.358, 2.222, -3.874]],
  "forces_ev_per_angstrom": [[-0.1444, 0.1111, -0.1310], [-0.0740, 0.2084, 0.0785], [-0.1335, -0.1541, -0.1067], [0.1166, 0.0256, 0.0344], [-0.0729, -0.1341, 0.0183], [0.0439, 0.0624, -0.1734], [-0.2027, -0.2223, 0.4573], [0.1513, 0.0248, -0.1432], [-0.0148, 0.1756, -0.4599], [0.0962, -0.0709, 0.3190], [-0.0003, 0.1537, -0.1054], [0.0229, -0.1781, -0.3250], [0.1203, -0.3786, -0.0434], [-0.0291, 0.1743, 0.1067], [-0.2484, 0.6392, 0.2013], [0.0164, -0.5104, 0.0405], [0.1818, 0.1289, -0.2316], [0.2090, 0.0493, -0.0457], [-0.1229, -0.0830, 0.1300], [0.0428, 0.0154, 0.0156], [-0.0860, 0.0300, -0.0959], [0.0562, -0.0355, 0.0732], [-0.0082, 0.0071, 0.0500], [0.0761, -0.0779, -0.0049], [0.0379, -0.0077, 0.0163], [0.0763, -0.1034, -0.0333], [-0.0070, -0.0151, 0.0017], [0.0151, 0.0061, 0.1004], [0.0202, 0.1135, -0.0505], [-0.0228, 0.0364, -0.0150], [0.0254, -0.0596, 0.0575], [-0.0447, 0.0657, -0.1208], [-0.0123, 0.0176, -0.0132], [0.1413, -0.0871, 0.3201], [0.0109, 0.1091, -0.1271], [-0.0827, -0.0810, -0.0840], [-0.1611, -0.0972, 0.1009], [0.0880, -0.0146, -0.0048], [-0.0588, 0.1646, 0.0558], [0.0974, -0.0655, 0.1146], [-0.0361, 0.0700, -0.0250], [0.0051, 0.0912, -0.0681], [-0.0890, -0.0976, 0.0352], [0.0235, 0.0280, 0.0321], [-0.0270, -0.0271, 0.0718], [0.1329, -0.1164, 0.0111], [-0.2000, 0.0253, -0.1316], [0.1747, -0.0511, -0.0056], [-0.0314, -0.0072, -0.0158], [0.0177, 0.0340, -0.0012], [-0.0168, -0.0061, 0.0331], [-0.0991, 0.0061, -0.0345], [-0.0067, -0.0158, 0.0100], [-0.0402, 0.1067, 0.0119], [0.0693, 0.0248, 0.1041], [0.0035, -0.0073, -0.0050]],
  "lowdin_charge": [-0.07, -0.28, -0.12, -0.16, -0.28, -0.07, -0.36, -0.01, -0.28, -0.16, -0.16, -0.08, -0.51, 0.10, -0.02, -0.19, -0.05, 0.65, -0.22, -0.25, -0.17, 0.08, 0.08, 0.08, 0.12, 0.12, 0.13, 0.14, 0.15, 0.14, 0.12, 0.14, 0.11, 0.13, 0.12, 0.11, 0.11, 0.12, 0.12, 0.13, 0.11, 0.12, 0.07, 0.08, 0.08, -0.15, -0.16, -0.21, 0.59, -0.22, -0.21, -0.19, 0.13, 0.14, 0.14, 0.13],
  "smiles": "CCOC[C@H]1C[C@@H](O)[C@H](CCCC(=O)OCC)S(=O)(=O)O1.O=S1(=O)OCCO1",
  "total_energy_ev": -60200.864
}

***

(2)
{
  "formula": "C12H18N3O4PS2SeSr",
  "method": "wB97M-V/def2-TZVPD",
  "symbols": ["Sr", "N", "C", "C", "O", "O", "H", "H", "H", "H", "C", "C", "O", "P", "S", "S", "O", "C", "C", "H", "H", "H", "H", "H", "H", "H", "H", "H", "H", "Se", "N", "C", "C", "C", "C", "C", "C", "N", "H", "H", "H", "H"],
  "coordinates": [[-0.241, 1.006, 0.720], [-0.673, 2.748, 3.838], [0.387, 3.729, 3.632], [1.303, 3.289, 2.477], [1.980, 4.126, 1.893], [1.228, 2.039, 2.203], [-1.205, 2.917, 4.681], [-0.267, 1.821, 3.896], [1.013, 3.924, 4.513], [-0.045, 4.688, 3.338], [-0.399, 2.172, -5.619], [0.429, 1.209, -4.804], [-0.425, 0.511, -3.875], [-0.436, 0.804, -2.308], [-2.154, 0.384, -1.473], [0.366, 2.548, -1.805], [0.565, -0.330, -1.637], [1.951, -0.365, -2.036], [2.688, -1.258, -1.071], [0.206, 2.616, -6.411], [-0.777, 2.973, -4.983], [-1.246, 1.660, -6.076], [1.209, 1.737, -4.253], [0.887, 0.435, -5.421], [2.341, 0.656, -2.027], [1.994, -0.760, -3.054], [2.690, -0.843, -0.061], [3.732, -1.359, -1.375], [2.240, -2.251, -1.031], [-2.619, -0.271, 3.446], [-1.121, -0.691, 2.446], [-1.213, -2.025, 2.228], [-0.268, -2.766, 1.493], [-0.430, -4.124, 1.304], [-1.538, -4.790, 1.851], [-2.478, -4.096, 2.581], [-2.347, -2.705, 2.787], [-3.234, -1.966, 3.479], [0.600, -2.265, 1.075], [0.306, -4.675, 0.732], [-1.659, -5.856, 1.700], [-3.339, -4.598, 3.006]],
  "forces_ev_per_angstrom": [[-0.0138, -0.2057, 0.9649], [-0.1425, -0.1109, -0.1083], [-0.0079, 0.1453, -0.1444], [-0.1117, 0.0914, -0.0681], [0.0734, 0.0433, 0.1924], [0.2335, -0.1006, -0.1656], [0.0166, 0.0455, 0.0154], [0.0654, 0.0083, 0.0691], [0.0300, -0.1132, -0.0104], [-0.0152, -0.0171, 0.0450], [-0.0221, 0.0652, -0.0533], [-0.0345, -0.0535, 0.0882], [0.1057, -0.0779, -0.0365], [0.0481, 0.1043, 0.3784], [-0.3174, -0.1209, -0.3771], [0.0409, 0.1328, -0.3888], [0.0729, 0.1033, -0.2205], [-0.2722, -0.0293, 0.0010], [0.1636, -0.0555, 0.1092], [0.0257, 0.0005, 0.0126], [-0.0091, -0.0159, 0.0174], [0.0080, -0.0239, 0.0028], [0.0141, 0.0025, -0.0344], [-0.0185, 0.0197, -0.0284], [0.0661, -0.0274, -0.0134], [0.0527, 0.0057, 0.0059], [-0.0488, 0.0399, -0.0277], [-0.0144, -0.0045, -0.0287], [-0.0260, 0.0074, -0.0385], [0.2220, -0.0993, -0.1251], [-0.3654, 0.1818, 0.0289], [0.2688, -0.0276, -0.1360], [0.0640, 0.0429, -0.0296], [-0.0898, -0.0851, 0.0367], [0.0969, 0.0632, -0.0467], [-0.0876, -0.0017, 0.0541], [-0.0995, -0.0628, 0.0330], [0.0345, 0.1046, 0.0113], [-0.0193, 0.0324, 0.0229], [-0.0072, -0.0132, 0.0028], [0.0225, -0.0052, -0.0147], [-0.0024, 0.0112, 0.0043]],
  "lowdin_charge": [1.20, -0.02, -0.21, -0.70, 0.00, -0.31, 0.06, 0.03, 0.11, 0.11, -0.08, -0.32, -0.33, -0.26, 0.22, 0.24, -0.46, -0.31, -0.07, 0.08, 0.07, 0.08, 0.07, 0.12, 0.08, 0.12, 0.08, 0.08, 0.08, 0.91, -0.44, -0.44, -0.07, -0.13, -0.14, -0.07, -0.44, -0.31, 0.08, 0.08, 0.08, 0.10],
  "multiplicity": 2,
  "relative_energy_kj_mol": 0.0,
  "charge": -1
}

***

(3)
{
  "formula": "CH7N",
  "method": "wB97M-V/def2-TZVPD",
  "symbols": ["C", "H", "H", "H", "H", "H", "H", "H", "N"],
  "coordinates": [[0.327, 1.182, 0.726], [0.745, 2.177, 0.960], [0.303, 0.319, 1.420], [0.948, 0.911, -0.140], [-0.670, 1.282, 0.371], [-0.325, -1.554, 0.048], [0.115, -0.907, -1.236], [-1.213, -1.611, -1.180], [-0.229, -1.799, -0.970]],
  "forces_ev_per_angstrom": [[1.0120, -0.3005, -0.8279], [-0.3989, -0.7277, 0.9471], [0.5592, 1.0795, 0.1640], [-0.2271, -0.3124, 0.1323], [-0.9097, 0.3481, -0.3674], [0.5248, -0.9471, -0.6244], [1.1097, 0.9876, -0.9257], [-0.2140, -0.6779, -0.5582], [-1.4560, 0.5504, 2.0602]],
  "lowdin_charge": [-0.06, 0.03, 0.03, 0.01, 0.00, 0.02, -0.04, 0.01, 0.01],
  "smiles": "C.N",
  "relative_energy_kj_mol": 43.5
}

***

(4)
{
  "formula": "C6H12O2",
  "method": "wB97M-V/def2-TZVPD",
  "symbols": ["C", "C", "C", "C", "C", "C", "O", "O", "H", "H", "H", "H", "H", "H", "H", "H", "H", "H", "H", "H"],
  "coordinates": [[0.073, -0.730, -0.374], [0.838, 0.181, 0.542], [-1.331, 1.225, -0.198], [0.617, 1.548, 0.036], [2.155, -0.359, 0.236], [-0.691, -1.918, 0.118], [0.253, -0.637, -1.739], [-1.936, 1.099, 1.071], [-0.040, -1.438, -2.190], [-1.533, 1.744, 1.663], [0.506, 0.055, 1.571], [-1.865, 0.565, -0.884], [-1.474, 2.229, -0.609], [0.785, 2.370, 0.732], [0.953, 1.738, -0.979], [2.753, -0.827, 1.006], [2.635, -0.182, -0.717], [-1.040, -1.750, 1.138], [-0.086, -2.829, 0.086], [-1.573, -2.085, -0.509]],
  "forces_ev_per_angstrom": [[1.5530, -1.7083, 0.2205], [0.4527, 0.0774, -1.6182], [1.6328, 3.3849, 0.5205], [-3.9273, -0.5180, -0.5432], [0.2207, -0.8806, 0.8121], [0.1836, -0.0692, -0.0597], [-0.2593, 0.5762, 0.5661], [0.2729, -0.2534, 0.0286], [0.0530, 0.0403, 0.3193], [-0.1331, -0.0590, -0.1290], [0.0226, -0.1436, -0.1109], [0.8576, -0.4235, 0.0674], [-0.5542, 0.0826, 0.0248], [-0.1322, 0.0876, -0.1379], [0.1271, -0.0530, 0.1382], [-0.0493, -0.2324, -0.0656], [-0.2813, 0.0710, -0.0328], [0.0741, -0.0306, -0.0334], [-0.1371, -0.0315, 0.0467], [0.0237, 0.0830, -0.0135]],
  "lowdin_charge": [-0.35, -0.50, -0.16, 0.00, 0.04, -0.03, 0.02, -0.09, 0.11, 0.09, 0.15, 0.10, 0.08, 0.09, 0.09, 0.04, 0.06, 0.09, 0.09, 0.09],
  "relative_energy_kj_mol": 622.9
}

***

(5)
{
  "formula": "C21H45CeN2P3SSe",
  "method": "wB97M-V/def2-TZVPD",
  "symbols": ["Ce", "P", "P", "P", "H", "C", "C", "H", "C", "C", "C", "C", "C", "C", "C", "C", "C", "H", "H", "H", "H", "H", "H", "H", "H", "H", "H", "H", "H", "H", "H", "H", "H", "H", "H", "H", "H", "H", "H", "H", "H", "H", "H", "H", "H", "H", "C", "C", "C", "C", "C", "C", "Se", "H", "H", "H", "H", "H", "H", "S", "C", "N", "C", "C", "C", "N", "H", "H", "H", "H", "H", "H", "H", "H"],
  "coordinates": [[1.086, 0.095, 0.919], [-1.820, -0.985, 0.449], [1.297, -2.052, -1.102], [-0.500, 2.361, 0.712], [2.898, 2.106, -1.263], [2.992, 1.865, -0.155], [3.242, 0.556, 0.386], [3.128, -0.375, -0.259], [-2.775, -0.715, -1.083], [-2.004, -2.801, 0.653], [-3.093, -0.471, 1.674], [2.877, -1.825, -2.038], [1.611, -3.711, -0.368], [0.203, -2.520, -2.496], [0.595, 3.776, 0.343], [-0.937, 2.704, 2.467], [-2.006, 2.852, -0.181], [3.278, 2.828, 0.353], [3.531, 0.427, 1.482], [-3.741, -1.227, -1.034], [-2.237, -1.086, -1.956], [-2.970, 0.344, -1.267], [-3.065, -3.038, 0.799], [-1.445, -3.167, 1.521], [-1.645, -3.372, -0.209], [-3.988, -1.091, 1.530], [-3.386, 0.581, 1.577], [-2.731, -0.613, 2.699], [3.230, -2.802, -2.390], [3.675, -1.395, -1.420], [2.707, -1.148, -2.887], [2.000, -4.357, -1.169], [0.695, -4.144, 0.055], [2.355, -3.634, 0.436], [0.685, -3.339, -3.050], [0.075, -1.658, -3.167], [-0.784, -2.858, -2.155], [0.018, 4.698, 0.498], [0.934, 3.706, -0.700], [1.479, 3.756, 0.995], [-0.808, 3.782, 2.642], [-0.296, 2.144, 3.167], [-1.983, 2.426, 2.649], [-2.149, 3.933, -0.022], [-2.869, 2.295, 0.210], [-1.891, 2.651, -1.258], [1.261, 2.593, -4.515], [2.635, 2.300, -4.456], [3.534, 3.271, -4.886], [3.077, 4.435, -5.494], [1.715, 4.725, -5.528], [0.783, 3.798, -5.063], [-0.024, 1.285, -3.831], [-0.729, 2.379, -3.146], [2.957, 1.316, -4.089], [4.594, 3.083, -4.746], [3.791, 5.116, -5.939], [1.366, 5.670, -5.913], [-0.296, 3.947, -5.097], [1.089, -0.537, 3.617], [-0.233, -1.642, 3.937], [-0.175, -2.957, 3.597], [-1.087, -3.967, 4.190], [-2.452, -3.346, 4.362], [-2.342, -2.084, 5.179], [-1.367, -1.181, 4.526], [0.776, -3.274, 3.376], [-0.690, -4.294, 5.166], [-1.105, -4.820, 3.508], [-3.088, -4.052, 4.895], [-2.916, -3.151, 3.390], [-2.015, -2.313, 6.205], [-3.289, -1.543, 5.218], [-1.237, -0.257, 4.949]],
  "forces_ev_per_angstrom": [[-4.0308, -2.1491, 1.0601], [-0.9181, -0.2234, 0.0817], [0.4716, -1.2146, -1.0415], [-0.8195, 1.6692, 0.1419], [-0.4904, -1.0367, 1.2414], [3.0722, -1.9076, -0.0124], [1.9039, 4.3433, -1.6651], [0.3644, 1.2549, 0.7867], [0.1315, 0.1571, -0.4432], [0.2087, -0.3734, 0.0771], [0.0251, 0.2207, 0.3636], [0.0630, 0.1809, 0.0818], [-0.0123, 0.2096, 0.4023], [-0.2777, 0.3070, -0.0787], [0.2251, -0.1189, -0.1561], [0.0535, -0.0913, 0.1079], [-0.1585, -0.2002, -0.2304], [-0.5280, -1.4557, 0.1660], [-0.0140, 0.1833, -1.3517], [0.1281, -0.0105, 0.1219], [0.0111, -0.0392, 0.0287], [0.0608, -0.0484, 0.1581], [0.2109, 0.0488, -0.1143], [-0.1271, 0.1771, -0.1247], [-0.0789, 0.2059, 0.0098], [0.1946, 0.1969, -0.0215], [0.1105, -0.2329, -0.1035], [-0.0756, -0.0035, -0.2585], [-0.1370, 0.2500, -0.0835], [-0.0302, -0.3580, -0.3627], [0.0512, -0.1977, 0.1686], [-0.1434, 0.1068, 0.3306], [0.2234, 0.0940, -0.1810], [-0.0805, -0.1413, -0.2268], [-0.1026, 0.2457, 0.1841], [-0.0015, -0.2890, 0.1769], [0.3259, 0.0886, -0.0976], [0.3335, -0.1692, -0.0416], [-0.1273, 0.2154, 0.1848], [-0.3488, 0.2613, -0.0728], [-0.1196, -0.3119, 0.0726], [-0.2026, 0.2741, -0.1476], [0.2770, 0.0521, 0.0045], [-0.0782, -0.3849, -0.0565], [0.2279, 0.2591, -0.2209], [-0.1184, 0.1198, 0.3804], [0.3583, -0.0299, -0.3159], [-0.9063, 0.1235, 0.3299], [0.0384, -0.4514, -0.1778], [-0.0562, 0.0473, 0.3226], [-0.1964, -0.3852, -0.0205], [0.3910, -0.7974, 0.5954], [0.3667, 0.6292, 0.0971], [-0.1915, -0.2717, 0.0305], [0.0391, 0.5646, -0.0471], [-0.0330, 0.0627, -0.3449], [-0.0357, 0.1378, 0.1990], [0.0102, 0.0468, -0.2192], [0.3231, 0.2770, -0.1230], [-0.2909, -0.4370, 0.1146], [-1.3965, -0.8182, 0.1102], [1.1055, 1.1270, 0.6178], [0.2287, 0.0030, 0.0294], [-0.3108, -0.3066, -0.0228], [-0.0099, 0.2204, 0.0559], [1.9150, 0.0901, 0.2320], [-0.6180, 0.1575, 0.0195], [-0.0279, 0.0631, -0.4152], [-0.0167, 0.0621, 0.1424], [-0.0742, -0.0166, -0.0519], [0.0399, 0.0152, 0.1314], [-0.0932, 0.2046, -0.3034], [0.0532, -0.1032, 0.0878], [-0.2646, -0.3792, -0.3126]],
  "lowdin_charge": [0.51, 0.76, 0.75, 0.70, 0.12, 0.00, -0.23, 0.02, -0.23, -0.25, -0.24, -0.23, -0.23, -0.24, -0.24, -0.22, -0.23, 0.11, 0.13, 0.08, 0.03, 0.04, 0.07, 0.01, 0.04, 0.07, 0.04, 0.02, 0.08, 0.04, 0.06, 0.07, 0.04, 0.06, 0.08, 0.01, 0.03, 0.08, 0.06, 0.05, 0.08, 0.02, 0.06, 0.08, 0.04, 0.03, -0.58, -0.15, -0.08, -0.05, -0.05, -0.11, 0.83, -0.17, 0.09, 0.11, 0.12, 0.12, 0.11, 0.66, -0.69, 0.03, -0.13, -0.16, -0.13, 0.03, 0.15, 0.15, 0.14, 0.14, 0.10, 0.15, 0.14, 0.15],
  "multiplicity": 2,
  "relative_energy_kj_mol": 0.0,
  "charge": 3
}

***

(6)
{
  "formula": "C3H6FNO2",
  "method": "wB97M-V/def2-TZVPD",
  "symbols": ["C", "C", "C", "N", "O", "O", "F", "H", "H", "H", "H", "H", "H"],
  "coordinates": [[1.980, 0.706, -0.104], [-0.589, 0.275, -0.948], [0.347, 0.325, 0.166], [-0.095, 0.047, 1.397], [2.757, -0.180, -0.252], [2.099, 1.888, -0.104], [1.251, -2.065, 0.267], [-0.888, 1.273, -1.462], [-1.427, -0.161, -0.589], [-0.149, -0.319, -1.801], [-1.107, -0.174, 1.528], [1.991, -1.497, -0.062], [0.603, -0.355, 2.053]],
  "forces_ev_per_angstrom": [[-3.2290, 0.8524, 0.8255], [1.6526, 2.4609, -2.9758], [1.6059, -0.3860, 1.7379], [0.4647, -0.1656, -1.6294], [1.9322, -3.9165, -0.5178], [-0.4699, 2.8636, 0.0407], [0.3860, -0.1680, -0.3443], [0.8333, -1.3757, 1.2284], [-3.0461, -1.5239, 0.6235], [-0.3097, 0.4169, 1.0703], [1.3378, 0.1684, 0.0291], [-0.2356, 0.0299, 0.3633], [-0.9222, 0.7435, -0.4514]],
  "lowdin_charge": [-0.71, -0.02, -0.14, 0.19, 0.07, 0.09, -0.14, 0.15, 0.03, 0.13, 0.15, 0.04, 0.16],
  "relative_energy_kj_mol": 126.7
}